Arrangement w

Density functional theory data (the ωB97M-V functional and the def2-TZVPD basis) for the ion C6H14NO with charge -1.

Computed properties:
- E_HOMO (Ha) = -0.076
- structure (SMILES) = CCCN(C)CC[O-]
- M (g mol⁻¹) = 116.184
- LUMO (hartree) = 0.1253
- net charge = -1

Each line ends with the natural charge from an NBO analysis.
Positions of all 22 atoms, in Å:
C -1.580 -2.708 0.987  -0.6047
C -1.268 -1.427 0.133  -0.3834
C -0.552 -0.242 0.689  -0.2308
N 0.411 0.268 -0.292  -0.4321
C -0.316 0.888 -1.465  -0.4355
C 1.252 1.279 0.458  -0.2776
C 2.338 1.865 -0.534  0.0064
O 2.842 3.000 -0.107  -0.9594
H -2.032 -2.469 1.892  0.1872
H -2.376 -3.154 0.475  0.1992
H -0.655 -3.238 1.163  0.2007
H -0.815 -1.909 -0.832  0.1983
H -2.253 -1.087 -0.181  0.1752
H 0.131 -0.700 1.469  0.1807
H -1.222 0.449 1.159  0.1666
H -0.504 0.150 -2.176  0.1818
H 0.331 1.720 -1.762  0.2290
H -1.317 1.416 -1.172  0.1373
H 1.899 0.755 1.188  0.1799
H 0.724 2.113 1.014  0.1605
H 1.906 2.066 -1.504  0.0788
H 3.057 0.965 -0.601  0.0419

Arrangement x

Density functional theory data (the ωB97M-V functional and the def2-TZVPD basis) for the ion C6H14NO with charge -1.

Computed properties:
- E_HOMO (Ha) = -0.086
- structure (SMILES) = CC[C@@H](C)[C@@H](N)C[O-]
- M (g mol⁻¹) = 116.184
- LUMO (hartree) = 0.1345
- net charge = -1

Each line ends with the natural charge from an NBO analysis.
Positions of all 22 atoms, in Å:
C 0.294 1.801 2.590  -0.6394
C 0.018 1.491 1.050  -0.3829
C -0.328 0.046 0.609  -0.2348
C -1.779 -0.404 1.031  -0.6159
C -0.212 -0.090 -0.900  -0.1202
N 0.736 0.736 -1.627  -0.8940
C 0.307 -1.878 -1.147  0.0537
O 1.017 -1.887 -2.219  -0.8933
H 0.296 0.933 3.252  0.1945
H 1.334 2.132 2.710  0.2023
H -0.588 2.390 2.889  0.2041
H 0.978 1.806 0.668  0.1874
H -0.740 2.172 0.646  0.1897
H 0.392 -0.650 1.098  0.1781
H -2.485 -0.558 0.209  0.2133
H -2.106 0.246 1.823  0.1867
H -1.660 -1.329 1.610  0.1978
H -1.177 0.092 -1.377  0.1389
H 1.204 0.042 -2.233  0.3968
H 1.463 1.138 -1.048  0.3234
H 0.805 -2.091 -0.158  0.0467
H -0.651 -2.414 -1.112  0.0669

Quick ranking, most stable first: arrangement x, arrangement w.

Arrangement w

Density functional theory data (the ωB97M-V functional and the def2-TZVPD basis) for a cluster of 2 separate species, C6H14NO in total.

Computed properties:
- E_HOMO (Ha) = -0.091
- M (g mol⁻¹) = 116.184
- LUMO (hartree) = 0.0653
- net charge = -1

Each line ends with the natural charge from an NBO analysis.
Positions of all 22 atoms, in Å:
C 2.344 0.013 0.450  0.0165
O 2.483 1.207 -0.047  -0.9386
C 1.851 -0.938 -0.619  -0.4182
C 0.347 -0.737 -0.995  -0.3994
C -0.197 0.639 -0.955  -0.4441
C -0.849 1.280 0.341  -0.3891
C -2.041 0.376 0.790  -0.0176
N -3.131 0.283 -0.082  -0.7954
H 3.399 -0.473 0.742  0.0289
H 1.694 -0.080 1.351  0.0574
H 2.499 -0.780 -1.426  0.1886
H 1.993 -1.939 -0.190  0.1561
H -0.129 -1.303 -0.197  0.1630
H 0.123 -1.227 -1.851  0.1889
H 0.610 1.339 -1.158  0.2773
H -1.005 0.696 -1.701  0.1909
H -1.285 2.228 0.356  0.2257
H -0.160 1.422 1.172  0.2198
H -1.652 -0.753 0.945  0.0582
H -2.293 0.740 1.818  0.1500
H -1.504 -1.327 1.681  0.1572
H -3.099 -0.667 -0.426  0.3238

Arrangement x

Density functional theory data (the ωB97M-V functional and the def2-TZVPD basis) for the ion C6H14NO with charge -1.

Computed properties:
- E_HOMO (Ha) = -0.076
- structure (SMILES) = CCN(CC)CC[O-]
- M (g mol⁻¹) = 116.184
- LUMO (hartree) = 0.1396
- net charge = -1

Each line ends with the natural charge from an NBO analysis.
Positions of all 22 atoms, in Å:
C 2.256 -0.283 -1.101  -0.6283
C 0.826 -0.859 -1.087  -0.2363
N 0.085 -0.042 -0.091  -0.4626
C -1.154 -0.807 0.460  -0.2134
C -0.549 -1.657 1.702  -0.6106
C -0.404 1.300 -0.596  -0.2794
C -1.002 2.180 0.487  -0.0703
O -2.359 2.122 0.108  -1.0022
H 3.070 -1.094 -1.047  0.1890
H 2.389 0.369 -1.990  0.2021
H 2.486 0.467 -0.250  0.2312
H 0.872 -1.922 -0.817  0.1776
H 0.236 -0.877 -2.066  0.1599
H -1.834 -0.167 0.911  0.2449
H -1.405 -1.476 -0.317  0.1585
H 0.317 -2.200 1.471  0.1842
H -1.257 -2.340 2.049  0.1766
H -0.394 -0.946 2.524  0.2015
H -1.280 1.241 -1.270  0.2257
H 0.461 1.927 -0.926  0.1553
H -0.795 1.900 1.552  0.1037
H -0.566 3.163 0.295  0.0928

Quick ranking, most stable first: arrangement x, arrangement w.

Arrangement w

Density functional theory data (the ωB97M-V functional and the def2-TZVPD basis) for an isolated molecule of C2H5FIN.

Computed properties:
- E_HOMO (spin up / spin down) (Ha) = -0.357 / -0.364
- M (g mol⁻¹) = 188.971
- LUMO (spin up / spin down) (hartree) = -0.0632 / -0.0895
- net charge = 0

Each line ends with the natural charge from an NBO analysis.
Positions of all 10 atoms, in Å:
C -0.817 0.426 0.510  -0.6250
C -0.648 -0.633 -0.487  -0.2957
N 0.711 -1.136 -0.756  -0.5077
F 3.432 1.591 -0.077  -0.6160
I 2.292 -0.387 0.225  0.9438
H -1.745 0.785 0.262  0.2177
H -0.857 -0.141 1.523  0.2119
H -0.061 1.197 0.310  0.2230
H -1.272 -1.510 -0.114  0.2337
H -1.035 -0.192 -1.395  0.2144

Arrangement x

Density functional theory data (the ωB97M-V functional and the def2-TZVPD basis) for a structure of composition C2H5FIN.

Computed properties:
- E_HOMO (Ha) = -0.355
- M (g mol⁻¹) = 188.971
- LUMO (hartree) = -0.0385
- net charge = 0

Each line ends with the natural charge from an NBO analysis.
Positions of all 10 atoms, in Å:
C -0.785 -0.925 0.063  -0.6226
C 0.503 -0.183 0.303  -0.3006
N 0.205 1.200 0.127  -0.1341
F 1.646 1.945 0.252  -0.3429
I -0.584 1.819 -1.787  0.2858
H -1.459 -0.113 0.054  0.2261
H -0.778 -1.387 -0.863  0.2256
H -1.146 -1.464 0.897  0.2314
H 1.005 -0.383 1.286  0.2349
H 1.392 -0.509 -0.331  0.1966

Arrangement y

Density functional theory data (the ωB97M-V functional and the def2-TZVPD basis) for a cluster of 2 separate species, C2H5FIN in total.

Computed properties:
- E_HOMO (spin up / spin down) (Ha) = -0.369 / -0.357
- M (g mol⁻¹) = 188.971
- LUMO (spin up / spin down) (hartree) = -0.0313 / -0.1016
- net charge = 0

Each line ends with the natural charge from an NBO analysis.
Positions of all 10 atoms, in Å:
C 1.216 0.033 0.296  -0.5892
C -0.048 -0.033 -0.617  -0.3447
N -1.043 0.817 -0.013  0.1173
F -2.099 1.095 -0.830  -0.2289
I -2.251 -1.163 2.025  -0.0396
H 1.690 1.091 0.251  0.2177
H 0.929 -0.265 1.298  0.2235
H 1.754 -0.720 -0.048  0.2056
H 0.127 0.254 -1.652  0.2153
H -0.274 -1.107 -0.710  0.2228

Quick ranking, most stable first: arrangement x, arrangement y, arrangement w.